A structure of composition C33H88O33S11 in a non-equilibrium geometry, computed with ωB97M-V/def2-TZVPD.

Calculated values
ΔE to the lowest compared entry with this formula, charge and spin = 65.440 eV
HOMO level = -7.64 eV
LUMO level = 0.011 eV

```
165
Properties=species:S:1:pos:R:3:forces:R:3:lowdin_charge:R:1
O 3.47356 -6.31853 1.79850 0.9 1.6 0.1 -0.2921
S 4.38525 -5.18662 1.86584 0.4 1.6 -0.8 0.7023
O 5.82568 -5.38658 1.83447 -2.0 0.3 -0.2 -0.2955
O 4.01430 -4.06455 0.61933 1.4 -2.3 2.1 -0.2353
C 2.62960 -3.86200 0.37903 0.2 -0.2 -0.1 -0.2505
C 2.51521 -2.48072 -0.16866 1.4 -3.9 0.6 -0.0737
C 4.03673 -4.11105 3.35661 -0.1 -1.2 -1.0 -0.0861
H 2.07259 -3.87972 1.31579 -0.2 -0.4 0.2 0.1130
H 2.24137 -4.61732 -0.30424 0.3 0.3 0.5 0.0786
H 1.44883 -2.41147 -0.38346 3.1 -0.8 0.6 0.0389
H 3.22320 -2.35528 -0.98788 -0.4 0.2 -0.1 0.1500
H 2.73674 -1.78640 0.64186 1.6 -5.1 -1.0 0.0127
H 4.56636 -3.15851 3.34012 0.3 -0.4 -0.3 0.0779
H 4.37798 -4.79981 4.12943 -0.1 0.4 0.3 0.0656
H 2.96839 -3.90307 3.41573 0.1 -0.4 0.0 0.0289
O 0.05930 0.62902 2.52620 -0.2 -4.9 7.4 -0.3584
S 1.22220 0.01810 3.21670 -1.6 -1.3 0.6 0.8090
O 2.51982 0.64972 3.18863 -1.4 -0.2 1.4 -0.2454
O 0.70341 -0.30259 4.74163 1.3 0.0 -1.7 -0.2530
C 0.93910 0.67052 5.77370 -1.0 -1.0 0.7 -0.2154
C 0.82993 -0.17126 7.06764 0.8 1.1 -0.4 -0.0425
C 1.44907 -1.70455 2.61761 1.9 -0.3 3.1 -0.0761
H 0.14941 1.41494 5.67204 0.1 0.1 0.2 0.1018
H 1.91249 1.15743 5.71432 0.0 -0.2 -0.3 0.1216
H 0.05938 -0.93977 7.12874 0.7 0.5 -0.5 0.0328
H 0.63676 0.58159 7.83184 0.3 -0.4 0.6 0.0930
H 1.78646 -0.68152 7.18072 0.0 0.2 0.4 0.0860
H 2.03473 -1.66044 1.69937 -0.4 -0.2 2.2 0.0390
H 0.47300 -2.07362 2.30271 3.6 -1.3 2.5 -0.0127
H 1.88453 -2.28901 3.42808 0.4 0.5 0.1 0.0798
O -0.24830 -1.47951 1.38456 6.4 4.3 -14.3 -0.4697
S 0.18094 -0.96648 0.10832 2.1 10.2 2.9 1.0769
O 0.29086 -1.80301 -1.07024 -6.8 12.6 13.2 -0.3928
O -0.78753 0.36711 -0.26158 0.1 -4.2 2.2 -0.2241
C -0.56310 1.04154 -1.44325 -2.8 -0.9 -0.8 -0.2969
C -1.98627 1.37639 -2.07604 5.2 -1.5 2.3 -0.0470
C 1.81842 -0.15002 0.41939 -2.7 -0.1 2.7 -0.2934
H 0.06066 0.54739 -2.18812 -4.3 -2.2 2.7 0.0224
H 0.00919 1.95443 -1.27828 -0.6 -2.1 -0.1 0.0635
H -2.62763 0.51130 -2.24449 3.5 0.2 1.3 0.0438
H -1.92266 1.99229 -2.97309 1.0 -2.2 -0.1 0.0583
H -2.49132 1.97110 -1.31490 -0.1 -0.6 -0.5 0.0491
H 2.60422 -0.89808 0.52433 -3.7 3.8 -1.0 -0.0454
H 1.85078 0.45147 1.32783 0.5 -2.2 -1.3 0.0228
H 2.16032 0.40641 -0.45329 -1.6 0.3 3.3 -0.0050
O -4.58204 2.75089 -1.48825 -4.3 -6.1 1.3 -0.3475
S -4.95921 1.33142 -1.72737 -0.2 -1.0 0.8 0.8433
O -6.29427 0.95481 -2.14221 1.1 0.6 0.5 -0.2514
O -3.84117 0.73594 -2.86022 -7.7 0.6 0.0 -0.3797
C -4.15393 -0.57661 -3.36698 0.0 -0.8 0.8 -0.2106
C -2.89947 -1.04139 -4.06519 -0.2 -0.3 -1.5 -0.0117
C -4.52359 0.30215 -0.24323 -1.6 -0.1 -2.0 -0.0710
H -5.09455 -0.53594 -3.91622 1.1 -0.5 -0.3 0.0852
H -4.38105 -1.22978 -2.52443 0.2 -0.1 0.3 0.1222
H -2.63047 -0.37152 -4.88190 0.0 0.4 0.1 0.0969
H -3.10063 -1.97464 -4.59120 0.0 -0.3 0.3 0.1020
H -2.00326 -1.17234 -3.45876 -0.4 0.1 0.3 0.0576
H -5.03930 0.70907 0.62657 -0.2 0.5 -0.3 0.1033
H -3.45235 0.43266 -0.08988 -1.2 -1.6 -2.4 0.0145
H -4.89235 -0.72270 -0.28556 0.1 0.0 -0.7 0.1016
O 3.81053 -0.14153 0.37163 7.3 3.2 1.1 -0.2947
S 4.10739 1.28571 0.56041 2.2 1.9 -3.2 0.8179
O 3.99150 2.00267 1.79057 0.1 -0.6 0.2 -0.2477
O 5.65629 1.66280 -0.02347 -2.7 -0.3 0.7 -0.2324
C 6.70405 0.92814 0.49521 1.3 -1.5 0.2 -0.3617
C 7.92154 1.54930 -0.04795 1.5 0.8 -0.2 -0.0880
C 3.19118 2.22012 -0.69490 9.3 -5.4 -0.1 -0.2155
H 6.70730 -0.09548 0.12067 -0.5 -0.3 0.0 0.1210
H 6.78897 0.85137 1.57919 -0.6 0.4 0.3 0.1274
H 8.11785 2.53922 0.36392 -0.2 0.1 0.0 0.0831
H 7.83548 1.65016 -1.12985 0.1 -0.1 0.0 0.0861
H 8.79853 0.95373 0.20558 0.0 -0.1 -0.2 0.0847
H 2.15952 1.86918 -0.67037 3.7 -3.9 -0.6 -0.0265
H 3.60224 1.93133 -1.66223 0.5 0.3 0.1 0.0941
H 3.20263 3.28661 -0.47001 3.1 -0.7 0.1 0.1191
O 2.09279 -0.26552 -1.61628 0.4 0.4 -8.5 -0.3160
S 1.66651 0.46742 -2.81408 3.4 -1.7 -4.7 0.8254
O 0.77759 1.61170 -2.82990 6.3 2.6 -5.1 -0.2992
O 3.07899 0.89920 -3.58748 -1.3 -0.8 1.6 -0.2556
C 2.96234 1.81190 -4.66342 2.4 1.5 -1.4 -0.2448
C 4.44587 2.13395 -5.15489 -0.9 0.2 1.0 -0.0420
C 1.10125 -0.81294 -4.04645 0.7 2.3 1.5 -0.0475
H 2.62025 2.78298 -4.30553 -0.9 -0.4 -0.2 0.1195
H 2.44808 1.38704 -5.52547 -0.5 0.1 0.4 0.1174
H 4.51782 2.55449 -6.15793 -0.4 -0.7 -0.3 0.0736
H 5.06436 1.25409 -4.97761 0.1 0.1 -0.4 0.0765
H 4.82712 2.97958 -4.58248 0.1 -0.3 0.5 0.0662
H 0.35162 -1.45154 -3.57918 0.2 1.2 -0.5 0.0185
H 1.99541 -1.40716 -4.23484 -0.1 0.3 0.0 0.0925
H 0.79094 -0.17252 -4.87207 -0.2 -0.5 -0.2 0.0902
O 0.89247 1.57087 1.29655 -0.1 11.0 -6.5 -0.4082
S 0.74841 2.78575 0.50079 -2.8 3.4 2.6 0.9011
O 1.69854 3.01817 -0.58762 -14.8 9.4 0.8 -0.3389
O -0.84377 2.87909 -0.02306 2.2 0.3 2.6 -0.3882
C -1.11987 3.72312 -1.07329 0.2 3.3 -0.1 -0.2251
C -2.57576 4.24571 -0.93933 1.3 0.5 5.6 -0.1082
C 0.70824 4.28565 1.57714 1.4 -0.8 -0.8 -0.0379
H -0.80632 3.22240 -1.98929 -0.3 0.6 -0.2 0.1170
H -0.48992 4.60827 -0.98513 0.3 0.2 -0.1 0.1445
H -3.32405 3.45376 -0.90835 1.1 0.9 0.1 0.0363
H -2.85373 5.03120 -1.64207 0.4 0.6 4.2 0.0861
H -2.75767 4.51655 0.10070 0.8 1.0 0.1 0.0866
H 1.38003 4.97070 1.05993 -0.1 0.2 0.3 0.0746
H 1.12532 3.93624 2.52163 0.1 0.2 0.0 0.0830
H -0.31696 4.62454 1.72617 0.8 0.1 -0.5 0.0419
O -1.54341 2.76985 -4.81596 -0.4 0.3 -0.7 -0.2962
S -2.84456 3.37731 -4.65483 -1.7 2.1 -0.1 0.7727
O -3.25939 4.58679 -5.42495 0.8 -3.1 1.1 -0.3129
O -3.88142 2.07921 -4.89488 3.5 0.7 -1.2 -0.2583
C -5.21716 2.25471 -4.68395 -2.0 1.8 -0.5 -0.3282
C -6.05572 1.08449 -5.17043 -0.4 0.2 0.5 -0.0347
C -3.04563 3.76868 -2.85711 -0.4 0.3 -7.2 -0.2266
H -5.50101 3.18173 -5.18211 -0.3 0.1 -0.3 0.1256
H -5.39384 2.48327 -3.63292 -0.4 -0.2 -0.3 0.0724
H -5.71958 0.61023 -6.09248 0.4 0.1 0.1 0.1004
H -7.07710 1.41397 -5.36106 0.0 0.1 0.1 0.0935
H -6.09591 0.38230 -4.33772 -0.7 0.2 -0.8 0.0245
H -2.75361 4.80291 -2.67489 0.2 -1.2 -4.4 0.0785
H -2.41131 3.00183 -2.41249 -1.4 2.3 -1.2 -0.0122
H -4.08794 3.61663 -2.57682 1.0 1.2 -1.6 0.0527
O 0.67192 -3.06744 -4.64318 0.6 -2.4 -0.9 -0.3277
S 0.41531 -3.93455 -3.51980 -2.8 -0.8 2.9 0.7228
O -0.64652 -4.94276 -3.49308 1.4 -0.4 -1.5 -0.3197
O 1.82611 -4.55195 -2.87394 -0.9 0.1 -1.0 -0.2462
C 1.74079 -5.82749 -2.21165 0.3 -1.4 -0.1 -0.2968
C 3.00118 -6.58849 -2.49989 0.7 -0.4 -0.7 -0.0659
C 0.00179 -2.85722 -2.09816 -2.2 -9.2 -8.8 -0.2978
H 0.91723 -6.43992 -2.57877 -0.3 0.5 0.0 0.1147
H 1.68077 -5.76837 -1.12490 -0.7 0.4 -0.3 0.0923
H 2.96947 -7.63496 -2.19659 -0.4 0.0 0.3 0.0855
H 3.88903 -6.17125 -2.02478 0.0 0.2 -0.2 0.0807
H 3.11905 -6.63876 -3.58234 0.3 0.2 -0.1 0.0841
H -0.23297 -3.51008 -1.25747 -0.1 -1.3 -1.0 0.1450
H -0.84991 -2.25030 -2.40532 -0.2 -0.8 -0.9 0.1049
H 0.83527 -2.21292 -1.81835 6.3 -3.8 -8.2 -0.0662
O -4.01031 3.60814 1.58472 1.5 -1.6 1.7 -0.2789
S -2.83581 2.88959 2.10187 -0.7 -1.1 -0.4 0.7983
O -1.60547 3.65232 2.24412 -2.1 -0.9 1.3 -0.3335
O -3.17057 2.12529 3.54399 -1.7 2.6 -2.9 -0.2442
C -2.14860 1.75201 4.39793 0.0 -2.2 1.9 -0.2626
C -2.88952 1.02945 5.59489 0.5 1.5 0.8 -0.0447
C -2.50458 1.40095 1.04909 -1.0 1.9 2.8 -0.1246
H -1.52724 2.58039 4.73823 -0.1 0.2 -0.1 0.1177
H -1.53214 1.02761 3.86564 0.2 0.1 0.3 0.0778
H -3.27403 1.71657 6.34863 -0.4 0.8 -0.5 0.0816
H -2.23643 0.46100 6.25704 0.3 0.3 -0.9 0.0312
H -3.68033 0.33252 5.31737 0.2 1.0 -0.2 0.0798
H -3.43549 0.84544 0.93547 1.8 1.8 3.4 -0.0219
H -1.78327 0.82339 1.62722 -0.1 0.5 -0.5 0.0699
H -2.20780 1.75126 0.06051 -0.4 -0.4 1.8 0.0431
O -3.68473 -2.97110 3.18939 1.0 2.7 -0.1 -0.3253
S -3.00532 -1.64302 3.23338 0.6 -5.1 2.9 0.7598
O -3.65917 -0.50470 2.69844 -0.3 0.6 -0.3 -0.2623
O -2.76628 -1.28333 4.87527 -0.8 -0.7 -2.9 -0.3553
C -2.29880 -2.28839 5.72710 0.1 0.4 1.8 -0.2388
C -2.15145 -1.58077 7.12221 1.3 -0.7 -0.4 -0.0691
C -1.27705 -1.89813 2.57177 -8.7 -2.1 8.0 -0.2303
H -1.33475 -2.62457 5.34541 0.2 -0.3 0.3 0.1126
H -3.00398 -3.11275 5.83318 0.0 -0.1 -0.3 0.1188
H -1.36272 -0.82943 7.08385 -1.3 0.3 -0.5 0.0031
H -1.62481 -2.19871 7.84947 -0.7 -0.9 0.1 0.0843
H -3.06242 -1.16070 7.54854 0.0 -0.2 -0.2 0.0961
H -1.34581 -2.06236 1.49640 -5.7 -2.1 1.7 0.0707
H -0.86769 -2.78930 3.04751 -0.7 -0.4 0.1 0.1178
H -0.64205 -1.09596 2.94783 -2.5 0.2 1.1 0.0504
```
Positions in Å, forces in eV/Å.